Here is C37H32AlAsBrN4O2 as an isolated structure from the Open Molecules 2025 dataset. Energies are from ωB97M-V/def2-TZVPD.

Geometry as XYZ:
```
78
C37H32AlAsBrN4O2 | the Open Molecules 2025 dataset | ωB97M-V/def2-TZVPD
Al 1.783 -0.382 0.551
O 2.547 0.054 -6.134
C 1.876 -0.820 -5.552
O 1.192 -1.755 -6.014
C 1.903 -0.740 -4.008
C 2.645 0.255 -3.373
C 2.646 0.329 -1.988
N 1.871 -0.545 -1.274
C 1.246 -1.607 -1.862
C 1.233 -1.696 -3.248
C 0.757 -2.526 -0.890
C 0.098 -3.729 -1.203
C -0.290 -4.592 -0.221
C 0.006 -4.249 1.130
C 0.650 -3.085 1.401
N 1.038 -2.182 0.447
C 3.409 1.161 -1.118
C 4.318 2.155 -1.513
C 4.990 2.888 -0.576
C 4.735 2.634 0.805
C 3.854 1.661 1.148
N 3.191 0.893 0.233
H 3.214 0.931 -3.996
H 0.745 -2.500 -3.782
H -0.086 -3.949 -2.247
H -0.799 -5.515 -0.462
H -0.260 -4.902 1.950
H 0.894 -2.834 2.421
H 4.474 2.320 -2.571
H 5.695 3.652 -0.874
H 5.220 3.210 1.581
H 3.619 1.452 2.184
Br -0.423 6.253 2.633
C 0.061 4.422 2.487
C 0.090 3.623 3.612
C 0.445 2.287 3.505
C 0.769 1.710 2.268
C 0.728 2.555 1.143
C 0.388 3.889 1.250
H -0.158 4.037 4.581
H 0.478 1.688 4.405
H 0.967 2.172 0.159
H 0.371 4.512 0.365
N 1.149 0.378 2.146
C 0.888 -0.475 3.244
C 1.937 -1.133 3.877
C 1.686 -2.064 4.879
C 0.385 -2.331 5.273
C -0.669 -1.653 4.664
C -0.420 -0.733 3.663
H 2.952 -0.922 3.559
H 2.513 -2.581 5.351
H 0.188 -3.060 6.049
H -1.689 -1.860 4.963
H -1.236 -0.217 3.170
C -2.524 -1.418 0.143
As -1.360 0.073 -0.347
C -2.507 1.495 0.363
C -1.764 0.266 -2.280
C -3.211 0.243 -2.638
C -3.851 -0.962 -2.927
C -5.204 -0.998 -3.228
C -5.948 0.174 -3.247
C -5.322 1.381 -2.970
C -3.969 1.413 -2.669
H -3.540 -1.265 -0.222
H -2.531 -1.492 1.231
H -2.119 -2.348 -0.257
H -3.540 1.375 0.038
H -2.131 2.467 0.046
H -2.458 1.460 1.453
H -1.218 -0.537 -2.776
H -1.291 1.204 -2.579
H -3.274 -1.880 -2.926
H -5.677 -1.945 -3.457
H -7.004 0.147 -3.487
H -5.889 2.303 -2.992
H -3.486 2.361 -2.462
```

Energy (eV): -186427.7533
HOMO-LUMO gap (spin up / spin down) (eV): 5.3190 / 5.2372
HOMO energy (spin up / spin down) (eV): -3.21 / -3.15
Charge: -1
LUMO energy (spin up / spin down) (Ha): 0.07749 / 0.07668


Here is C37H32BrFN3O3ReS3 as an isolated structure from the Open Molecules 2025 dataset. Energies are from ωB97M-V/def2-TZVPD.

Geometry as XYZ:
```
81
C37H32BrFN3O3ReS3 | the Open Molecules 2025 dataset | ωB97M-V/def2-TZVPD
Re 0.783 -0.675 1.573
O 2.066 0.690 0.459
S 3.438 1.050 1.103
C 4.617 0.624 -0.209
C 5.325 -0.710 0.033
C 4.458 -1.973 0.122
C 3.663 -2.366 -1.127
S 2.088 -1.509 -1.273
O 1.302 -1.985 -0.024
C 1.368 -2.451 -2.583
C 0.398 -3.400 -2.299
C -0.198 -4.070 -3.360
C 0.175 -3.786 -4.667
C 1.154 -2.834 -4.929
C 1.751 -2.149 -3.884
C 3.508 2.820 1.027
C 2.462 3.528 0.460
C 2.530 4.916 0.449
C 3.625 5.565 1.000
C 4.661 4.836 1.575
C 4.603 3.453 1.602
H 5.334 1.443 -0.250
H 4.017 0.638 -1.123
H 5.885 -0.630 0.967
H 6.064 -0.836 -0.763
H 3.789 -1.916 0.982
H 5.129 -2.809 0.322
H 3.404 -3.425 -1.107
H 4.192 -2.145 -2.059
H 0.112 -3.608 -1.275
H -0.955 -4.816 -3.155
H -0.304 -4.302 -5.489
H 1.447 -2.620 -5.948
H 2.502 -1.393 -4.084
H 1.614 3.003 0.041
H 1.724 5.487 0.009
H 3.672 6.646 0.988
H 5.509 5.347 2.011
H 5.395 2.880 2.071
Br -6.702 -1.407 1.480
C -6.020 0.323 1.168
C -5.202 0.913 2.122
C -4.651 2.158 1.870
C -4.932 2.815 0.676
C -5.816 2.250 -0.229
C -6.343 0.985 -0.002
N -4.436 4.132 0.320
N -3.294 4.502 0.629
C -2.313 3.554 1.096
C -1.544 3.921 2.158
C -0.618 3.039 2.765
C -0.445 1.779 2.274
O 0.385 0.854 2.775
C -1.129 1.453 1.072
N -0.779 0.247 0.526
C -1.300 -0.120 -0.633
C -2.191 0.698 -1.328
C -2.550 1.910 -0.799
C -2.043 2.314 0.453
H -4.998 0.403 3.053
H -4.021 2.621 2.617
H -6.066 2.801 -1.127
H -7.005 0.527 -0.724
H -1.703 4.909 2.574
H -0.048 3.347 3.632
H -0.998 -1.086 -1.018
H -2.575 0.368 -2.283
H -3.209 2.564 -1.353
F 2.456 -1.199 2.383
S -0.388 -2.247 2.668
C -1.208 -3.227 1.424
C -2.409 -2.802 0.856
C -3.064 -3.603 -0.069
C -2.532 -4.839 -0.419
C -1.345 -5.268 0.158
C -0.682 -4.466 1.079
H -2.834 -1.851 1.157
H -4.003 -3.273 -0.497
H -3.054 -5.474 -1.124
H -0.934 -6.235 -0.102
H 0.239 -4.804 1.537
```

Energy (eV): -156891.2813
HOMO-LUMO gap (spin up / spin down) (eV): 6.2609 / 6.3832
HOMO energy (spin up / spin down) (eV): -10.20 / -10.05
Charge: +1
LUMO energy (spin up / spin down) (Ha): -0.14462 / -0.13481
2S+1: 2


Here is C37H32FeN5P2S as an isolated structure from the Open Molecules 2025 dataset. Energies are from ωB97M-V/def2-TZVPD.

Geometry as XYZ:
```
78
C37H32FeN5P2S | the Open Molecules 2025 dataset | ωB97M-V/def2-TZVPD
Fe -0.216 0.024 0.247
N 0.286 1.086 4.426
C 0.256 1.054 3.075
S -1.146 0.278 2.367
N 1.266 1.613 2.455
N 1.142 1.472 1.098
C 1.695 2.324 0.319
C 2.505 3.491 0.733
C 3.620 3.322 1.549
C 4.372 4.422 1.930
C 4.006 5.694 1.514
C 2.887 5.868 0.711
C 2.142 4.768 0.316
C 1.414 2.079 -1.127
C 2.093 2.732 -2.144
C 1.761 2.461 -3.461
C 0.764 1.538 -3.735
C 0.150 0.908 -2.670
N 0.455 1.171 -1.398
H -0.540 0.833 4.938
H 0.965 1.686 4.864
H 3.888 2.331 1.888
H 5.241 4.285 2.559
H 4.591 6.551 1.819
H 2.594 6.860 0.394
H 1.267 4.909 -0.308
H 2.873 3.437 -1.898
H 2.284 2.962 -4.265
H 0.476 1.296 -4.748
H -0.603 0.149 -2.830
N -0.426 -2.929 -0.456
P -1.769 -1.896 -0.573
C -2.605 -2.362 -2.112
C -2.913 -3.698 -2.374
C -3.520 -4.051 -3.566
C -3.847 -3.072 -4.498
C -3.573 -1.740 -4.234
C -2.950 -1.388 -3.042
C -2.914 -2.490 0.697
C -2.439 -3.049 1.879
C -3.331 -3.437 2.869
C -4.694 -3.254 2.692
C -5.171 -2.681 1.519
C -4.286 -2.302 0.524
P 0.985 -2.175 0.094
C 2.286 -2.779 -1.012
C 1.982 -3.331 -2.251
C 3.004 -3.766 -3.086
C 4.327 -3.639 -2.693
C 4.634 -3.075 -1.460
C 3.619 -2.647 -0.622
C 1.404 -2.902 1.693
C 1.841 -2.065 2.713
C 2.181 -2.596 3.951
C 2.072 -3.960 4.172
C 1.637 -4.802 3.154
C 1.312 -4.276 1.916
H -0.542 -3.936 -0.438
H -2.695 -4.465 -1.639
H -3.751 -5.089 -3.768
H -4.330 -3.351 -5.425
H -3.850 -0.976 -4.947
H -2.766 -0.344 -2.826
H -1.377 -3.180 2.040
H -2.957 -3.879 3.783
H -5.387 -3.554 3.465
H -6.233 -2.536 1.377
H -4.671 -1.871 -0.393
H 0.951 -3.421 -2.570
H 2.762 -4.205 -4.045
H 5.120 -3.981 -3.344
H 5.665 -2.976 -1.151
H 3.868 -2.225 0.346
H 1.912 -0.996 2.553
H 2.519 -1.941 4.742
H 2.330 -4.373 5.139
H 1.561 -5.867 3.326
H 0.998 -4.948 1.124
```

Energy (eV): -110136.6655
HOMO-LUMO gap (spin up / spin down) (eV): 7.5122 / 7.4564
HOMO energy (spin up / spin down) (eV): -10.39 / -10.59
Charge: +1
LUMO energy (spin up / spin down) (Ha): -0.10577 / -0.11511
2S+1: 5